Entry 1:
Entry from the Open Molecules 2025 dataset: the molecule C24H24FN3O4S in a non-equilibrium geometry (ωB97M-V/def2-TZVPD).

Computed properties:
Spin multiplicity ... 1
SMILES ... COc1ccc(-c2csc(NC(=O)C3CCN(C(=O)c4ccc(F)cc4)CC3)n2)cc1OC
ΔE to the lowest compared entry with this formula, charge and spin ... 0.0 kcal per mole
LUMO energy ... 0.45 eV

The geometry in XYZ format:
```
57
Properties=species:S:1:pos:R:3:forces:R:3
C 2.481 5.066 -2.747 -0.171 0.014 -0.172
O 3.411 4.882 -1.709 0.209 -0.148 0.334
C 3.256 3.815 -0.883 0.061 0.028 0.034
C 2.243 2.875 -0.968 0.133 0.354 -0.200
C 2.179 1.821 -0.072 0.242 -0.148 0.348
C 3.131 1.685 0.928 -0.214 0.371 -0.501
C 3.047 0.564 1.851 0.757 -0.390 0.820
C 3.985 0.168 2.762 -0.270 0.026 -0.190
S 3.467 -1.224 3.634 -0.564 0.160 -0.453
C 1.978 -1.178 2.683 1.123 0.282 0.447
N 1.026 -2.128 2.922 0.136 -0.640 0.475
C -0.262 -2.271 2.441 -0.088 0.314 -0.143
O -0.935 -3.169 2.893 -0.154 -0.152 0.080
C -0.707 -1.287 1.385 -0.323 0.241 -0.079
C -2.235 -1.221 1.282 0.082 -0.375 0.149
C -2.826 -2.494 0.666 -0.352 0.225 0.388
N -2.199 -2.773 -0.604 0.114 -0.178 0.108
C -2.771 -2.618 -1.818 -0.172 -0.063 -0.013
O -2.135 -2.657 -2.857 0.074 0.126 -0.289
C -4.261 -2.442 -1.839 -0.096 -0.048 -0.195
C -4.803 -1.284 -2.382 0.084 -0.172 0.101
C -6.174 -1.130 -2.482 -0.215 -0.074 0.042
C -6.989 -2.160 -2.050 0.127 -0.007 0.021
F -8.328 -2.018 -2.144 0.114 -0.016 0.001
C -6.475 -3.333 -1.525 -0.190 0.100 -0.055
C -5.103 -3.468 -1.421 0.085 0.210 -0.085
C -0.765 -2.948 -0.509 0.334 0.062 -0.321
C -0.115 -1.671 0.019 -0.001 -0.236 0.108
N 1.927 -0.223 1.832 -0.550 -0.094 -0.270
C 4.156 2.633 1.023 -0.018 0.085 -0.096
C 4.229 3.689 0.137 0.026 0.118 -0.122
O 5.183 4.659 0.152 -0.340 -0.094 -0.225
C 6.186 4.598 1.135 0.149 -0.025 0.165
H 2.801 5.965 -3.271 -0.062 -0.070 0.006
H 2.481 4.222 -3.444 -0.008 0.025 0.039
H 1.468 5.216 -2.359 0.039 -0.023 -0.012
H 1.491 2.951 -1.737 -0.044 0.058 -0.097
H 1.389 1.092 -0.148 -0.089 -0.064 -0.022
H 4.947 0.586 2.969 0.230 0.147 -0.014
H 1.269 -2.817 3.626 -0.199 0.072 -0.174
H -0.312 -0.306 1.666 -0.082 -0.159 -0.056
H -2.668 -1.077 2.273 -0.045 0.062 0.008
H -2.503 -0.364 0.660 -0.002 0.038 0.004
H -3.900 -2.370 0.533 0.147 -0.048 0.047
H -2.643 -3.335 1.341 -0.126 0.089 -0.098
H -4.143 -0.503 -2.729 0.064 0.070 -0.061
H -6.612 -0.235 -2.894 -0.067 0.077 -0.032
H -7.144 -4.118 -1.211 -0.088 -0.063 0.017
H -4.681 -4.378 -1.022 0.039 -0.088 0.066
H -0.393 -3.181 -1.508 -0.012 -0.031 0.193
H -0.562 -3.787 0.163 0.007 -0.013 -0.042
H 0.964 -1.799 0.094 0.027 0.036 -0.071
H -0.313 -0.862 -0.686 0.050 0.042 -0.024
H 4.889 2.535 1.807 0.121 0.053 0.086
H 6.827 5.459 0.952 -0.014 -0.076 0.055
H 5.767 4.667 2.144 0.012 -0.019 -0.039
H 6.780 3.682 1.050 -0.033 0.025 0.010
```
Forces are in eV/Å.

Atom charges from the Löwdin analysis, given in e for atoms 1 to 5:
1 C -0.08
2 O -0.06
3 C -0.20
4 C 0.00
5 C -0.02

---

Entry 2:
Entry from the Open Molecules 2025 dataset: C12H24N4O2S2 as an isolated structure in a non-equilibrium geometry (ωB97M-V/def2-TZVPD).

Computed properties:
Spin multiplicity ... 1
ΔE to the lowest compared entry with this formula, charge and spin ... 128.2 kcal per mole
LUMO energy ... -0.19 eV

The geometry in XYZ format:
```
44
Properties=species:S:1:pos:R:3:forces:R:3
C 2.095 -0.094 2.511 2.992 0.113 -0.469
C 1.923 -1.353 3.187 0.016 -3.374 3.564
N 1.769 -2.402 3.715 0.913 3.999 -0.893
H 2.315 -0.407 1.490 0.442 0.545 0.644
H 3.023 0.376 2.836 -0.154 0.381 0.550
H 1.180 0.497 2.460 2.819 -0.363 0.449
C 0.884 -2.674 1.352 1.891 -6.279 0.831
C 0.335 -2.954 0.031 0.295 -2.019 1.341
N -0.148 -3.111 -0.993 -0.252 -0.779 -0.906
H 0.123 -2.245 2.005 0.000 -3.145 0.017
H 1.716 -1.979 1.234 0.496 -1.977 -0.051
H 1.293 -3.461 1.985 0.092 -1.617 -1.268
C 1.535 3.603 -3.378 -0.440 -1.073 0.648
C 1.239 2.211 -2.900 -0.229 0.190 -0.364
N 0.970 1.129 -2.594 -0.029 2.154 -1.932
H 2.607 3.657 -3.567 -0.195 0.230 -0.238
H 1.237 4.337 -2.630 0.193 -0.173 0.192
H 0.904 3.806 -4.243 0.379 -0.143 -0.209
C -0.570 0.206 2.978 -2.716 0.825 1.989
C -1.890 0.207 2.304 1.203 -0.108 1.656
N -2.938 0.159 1.849 -0.291 0.213 3.396
H -0.691 0.512 4.017 -0.328 0.360 0.131
H 0.118 0.904 2.499 -2.098 0.310 0.315
H -0.177 -0.810 2.965 -0.802 1.080 1.127
C 1.991 -0.114 -0.583 0.392 -0.427 0.245
S 0.295 -0.552 -0.087 -0.633 2.564 0.010
O 0.377 -0.926 1.400 -3.815 9.082 -7.723
C -0.491 1.130 -0.243 1.451 0.411 1.087
H 2.386 0.740 -0.033 -0.166 0.207 -0.307
H 1.965 0.052 -1.660 0.329 -0.417 0.843
H 2.638 -0.962 -0.360 -0.142 -0.205 -0.024
H 0.241 1.715 0.314 -0.093 0.887 -0.620
H -1.457 1.143 0.262 1.330 1.076 0.196
H -0.655 1.320 -1.304 0.245 0.337 0.571
C -2.899 -0.209 -0.388 -0.815 -0.543 -1.470
S -3.209 0.444 -2.066 -1.394 -0.911 -0.275
O -4.571 -0.098 -2.529 1.980 0.680 0.671
C -1.935 -0.531 -2.886 0.208 -0.681 0.411
H -3.549 0.293 0.329 -0.441 0.018 -1.680
H -1.911 -0.006 0.025 -1.771 -1.475 -1.484
H -3.087 -1.277 -0.276 -0.275 -0.096 -0.526
H -2.021 -1.525 -2.447 -0.141 -0.258 -0.474
H -0.929 -0.216 -2.609 -0.190 0.320 -0.141
H -2.028 -0.537 -3.972 -0.258 0.083 0.169
```
Forces are in eV/Å.

Atom charges from the Löwdin analysis, given in e for atoms 1 to 5:
1 C -0.08
2 C -0.25
3 N 0.18
4 H 0.04
5 H 0.11

---

Entry 3:
Entry from the Open Molecules 2025 dataset: the molecule C21H31N3O3 (ωB97M-V/def2-TZVPD).

Computed properties:
Spin multiplicity ... 1
SMILES ... CC[C@H]1Oc2ccccc2N(CC(=O)NCCCN2CCCC[C@@H]2C)C1=O
ΔE to the lowest compared entry with this formula, charge and spin ... 19.0 kcal per mole
LUMO energy ... 0.77 eV

The geometry in XYZ format:
```
58
Properties=species:S:1:pos:R:3:forces:R:3
C -3.663 -2.021 1.480 0.065 -0.155 -0.038
C -2.448 -2.915 1.267 0.110 0.251 -0.179
C -1.266 -2.229 0.549 0.014 -0.653 0.569
O -1.562 -1.917 -0.797 0.011 0.211 -0.189
C -2.153 -0.709 -1.025 -0.209 0.349 -0.189
C -2.836 -0.537 -2.219 0.157 -0.084 0.250
C -3.438 0.674 -2.509 -0.020 0.038 0.006
C -3.362 1.714 -1.599 -0.036 0.022 -0.057
C -2.669 1.556 -0.411 0.000 -0.127 0.021
C -2.046 0.350 -0.116 -0.170 -0.289 -0.405
N -1.280 0.168 1.047 0.127 0.247 0.090
C -1.001 1.294 1.916 0.012 0.272 0.303
C -0.278 2.456 1.223 -0.122 -0.419 -0.103
O -0.556 3.613 1.467 -0.170 0.349 0.234
N 0.650 2.059 0.346 0.096 -0.082 -0.017
C 1.539 2.968 -0.338 0.118 0.262 0.055
C 2.987 2.508 -0.171 -0.196 -0.171 -0.240
C 3.242 1.146 -0.830 0.166 0.262 0.147
N 2.443 0.093 -0.211 -0.054 -0.205 -0.038
C 3.055 -0.468 0.988 0.264 -0.076 0.201
C 4.214 -1.426 0.694 -0.222 0.002 -0.026
C 3.757 -2.533 -0.253 0.221 0.151 -0.134
C 3.125 -1.921 -1.501 -0.263 -0.102 0.338
C 1.982 -0.985 -1.086 0.043 -0.126 -0.474
C 1.195 -0.475 -2.293 0.137 -0.104 0.266
C -0.782 -1.048 1.380 0.244 -0.306 -0.145
O -0.021 -1.218 2.315 -0.060 -0.214 0.090
H -4.055 -1.658 0.532 -0.083 0.049 -0.006
H -4.447 -2.587 1.977 -0.090 0.016 0.043
H -3.416 -1.166 2.107 -0.051 0.111 0.059
H -2.735 -3.781 0.667 0.109 -0.038 0.020
H -2.078 -3.271 2.230 0.050 -0.072 -0.034
H -0.445 -2.956 0.501 -0.091 0.297 0.073
H -2.883 -1.368 -2.905 -0.008 -0.124 -0.073
H -3.968 0.800 -3.440 -0.051 0.013 -0.089
H -3.836 2.659 -1.813 -0.035 0.096 -0.014
H -2.606 2.385 0.273 0.037 0.117 0.127
H -0.359 0.915 2.719 -0.158 0.098 -0.124
H -1.926 1.674 2.360 0.126 0.033 -0.095
H 0.965 1.088 0.283 -0.154 0.035 0.110
H 1.390 3.966 0.082 0.006 -0.099 -0.119
H 1.280 2.997 -1.404 0.049 0.095 0.027
H 3.649 3.245 -0.628 0.055 0.028 0.027
H 3.221 2.459 0.893 0.061 0.054 0.052
H 4.319 0.930 -0.781 -0.052 -0.048 -0.114
H 2.969 1.223 -1.882 0.058 -0.013 -0.039
H 3.402 0.355 1.616 -0.068 -0.014 0.068
H 2.275 -1.002 1.539 0.045 0.058 0.040
H 5.044 -0.879 0.239 0.074 -0.010 0.027
H 4.573 -1.852 1.632 0.069 0.042 0.037
H 4.602 -3.168 -0.527 -0.046 -0.071 0.048
H 3.017 -3.157 0.254 -0.025 -0.087 0.017
H 2.736 -2.705 -2.152 0.007 0.002 -0.102
H 3.874 -1.356 -2.061 0.016 0.044 -0.101
H 1.289 -1.568 -0.465 0.035 -0.033 -0.029
H 1.853 -0.137 -3.090 0.049 0.064 -0.092
H 0.536 0.341 -2.006 -0.133 0.120 -0.010
H 0.583 -1.283 -2.685 -0.064 -0.065 -0.067
```
Forces are in eV/Å.

Atom charges from the Löwdin analysis, given in e for atoms 1 to 5:
1 C -0.07
2 C -0.16
3 C -0.23
4 O 0.01
5 C -0.23

---

Entry 4:
Entry from the Open Molecules 2025 dataset: C4H12BCa2F6O2 as an isolated structure in a non-equilibrium geometry (ωB97M-V/def2-TZVPD).

Computed properties:
Spin multiplicity ... 1
Charge ... +1
ΔE to the lowest compared entry with this formula, charge and spin ... 26.4 kcal per mole
LUMO energy ... -5.89 eV

The geometry in XYZ format:
```
27
Properties=species:S:1:pos:R:3:forces:R:3
Ca 1.018 -3.160 -0.957 -1.439 1.728 2.098
Ca 0.069 -0.922 1.783 0.200 -0.220 -0.883
B -0.978 1.682 2.207 -2.404 2.376 0.509
F -0.606 2.956 1.948 0.514 0.473 -0.221
F 0.022 1.006 2.888 1.590 -1.157 1.610
F -2.180 1.620 2.883 0.094 -0.243 0.527
F -1.159 0.944 1.049 0.184 -1.630 -2.003
F 0.420 -3.217 1.285 0.472 0.618 -1.603
F 0.442 -0.963 -0.511 0.708 -1.815 0.033
C 2.900 2.149 1.926 0.291 -0.591 -1.335
C 3.155 0.711 2.433 -1.187 2.403 0.692
O 2.333 -0.177 1.652 0.259 -0.900 -0.131
H 3.041 2.061 0.849 -0.102 0.121 -0.461
H 3.634 2.923 2.151 -0.096 -0.240 0.775
H 1.870 2.485 2.046 0.201 0.008 0.383
H 2.679 0.675 3.413 0.660 -0.439 0.230
H 4.228 0.520 2.432 -0.255 -0.678 -0.024
H 2.608 -0.150 0.732 0.053 0.275 -0.227
C -3.166 -1.713 -4.076 0.204 0.360 -0.012
C -2.223 -0.863 -3.220 -0.361 -0.867 0.051
O -2.375 -1.255 -1.858 0.087 -0.582 0.301
H -2.979 -1.504 -5.129 -0.362 0.446 -0.040
H -4.192 -1.504 -3.775 -0.017 -0.019 -0.328
H -3.014 -2.791 -4.036 0.238 -0.028 0.626
H -2.460 0.198 -3.293 0.110 -0.004 -0.364
H -1.197 -1.068 -3.525 0.290 0.346 -0.207
H -1.892 -0.643 -1.297 0.069 0.260 0.005
```
Forces are in eV/Å.

Atom charges from the Löwdin analysis, given in e for atoms 1 to 5:
1 Ca 1.68
2 Ca 1.64
3 B -1.39
4 F 0.20
5 F 0.03

---

Number 1: total energy -51491.1654 eV. Number 2: total energy -44543.8872 eV. Number 3: total energy -32894.5427 eV. Number 4: total energy -62302.1029 eV.